DFT (the ωB97M-V functional and the def2-TZVPD basis) results for C5H9N in the gas phase in a non-equilibrium geometry.

Element x y z (Å)
C: -1.088 0.050 1.327
N: -1.819 0.475 0.339
C: -0.697 1.127 -0.407
C: 0.200 -0.098 -0.287
C: -0.408 -1.275 -0.691
C: 1.693 -0.003 -0.203
H: -1.272 -0.882 1.858
H: -0.325 0.693 1.795
H: -0.366 2.068 0.064
H: -0.890 1.325 -1.473
H: 0.113 -1.891 -1.416
H: -1.361 -1.665 -0.345
H: 2.066 0.304 -1.178
H: 2.132 -0.967 0.079
H: 2.024 0.739 0.538

## Properties
- energy relative to the best compared isomer or geometry (same formula, charge and spin) (eV) = 4.7765
- LUMO energy (Eh) = 0.01474
- highest occupied orbital energy (eV) = -8.01
- frontier orbital gap (eV) = 8.41